(1)
{
  "formula": "C59H58F8N3PS2",
  "method": "the ωB97M-V functional and the def2-TZVPD basis",
  "elements": ["H", "H", "S", "H", "C", "N", "C", "C", "H", "C", "H", "C", "H", "H", "C", "C", "C", "H", "H", "C", "H", "H", "H", "C", "H", "S", "F", "C", "C", "H", "C", "C", "H", "C", "H", "C", "H", "H", "N", "C", "H", "C", "C", "H", "H", "H", "H", "C", "F", "H", "H", "H", "H", "C", "H", "C", "H", "N", "C", "H", "C", "C", "H", "H", "C", "H", "H", "C", "C", "H", "H", "C", "C", "C", "C", "F", "F", "H", "C", "F", "H", "H", "H", "C", "C", "H", "C", "C", "C", "H", "H", "C", "C", "C", "H", "C", "F", "C", "C", "P", "C", "H", "C", "F", "H", "H", "C", "H", "C", "C", "H", "H", "C", "F", "C", "H", "H", "H", "H", "C", "C", "C", "C", "C", "C", "H", "H", "C", "H", "H", "C"],
  "coordinates": [[-2.9771, 8.0289, 5.3905], [0.8517, -1.4903, 1.0616], [-3.1002, 0.1909, -0.6286], [0.6088, -3.7021, -5.2682], [-3.0069, -2.5170, 2.3837], [-2.3270, -4.5441, 0.8023], [2.1123, -8.5202, -6.0402], [-2.2365, -0.5826, 0.6179], [2.7042, 0.9269, 1.7123], [-9.8671, 4.0487, -3.5978], [4.8671, -0.9003, 2.1133], [3.8973, -4.0133, 4.7940], [-9.6806, 2.1908, -4.6794], [7.0688, -1.2996, 0.5836], [-1.5651, 7.5000, 6.9403], [-5.8474, 1.2587, 1.2078], [1.9129, 0.2287, 2.2201], [2.4387, 0.0105, -4.4716], [-10.0963, 5.7333, -2.2705], [-6.0504, 2.3476, 3.3605], [8.5488, -2.8123, 4.2536], [-5.2388, 0.7131, 0.4941], [6.1702, -3.1753, 1.9238], [0.6706, -6.7615, -6.8542], [-2.1884, 6.7133, 7.3585], [-0.9018, 0.3450, 1.6153], [-4.0262, 1.3309, 2.7044], [0.8481, -7.9344, -6.1207], [-2.0629, -3.2081, 0.1411], [-3.3911, -1.9080, 3.3065], [9.5833, -3.3015, 2.4389], [10.4187, -4.1929, 1.7748], [-7.9660, 3.2365, 3.7892], [-4.2684, 7.8106, 2.9191], [2.9845, -4.2656, -4.7475], [0.8029, -0.3226, 1.1443], [-10.4682, 4.3080, -0.2566], [-1.9514, 5.4166, 2.2102], [-2.4437, -2.0523, 1.0418], [3.0199, -6.7718, -7.4389], [0.0021, -8.3911, -5.6127], [2.6694, -0.9387, 3.0872], [9.1987, -3.5250, 3.7564], [-0.3033, -6.2879, -6.9201], [-5.6010, 2.6322, 4.3062], [1.4518, 9.0092, 7.4125], [-3.6807, 3.9973, 3.3182], [-2.0088, 8.2289, 5.8372], [-1.6217, 9.9212, 4.2411], [11.5440, -6.0237, 1.9344], [-8.9678, 2.5462, 1.6235], [-10.0184, 0.7820, -2.6463], [2.6222, -2.3465, -0.9354], [3.4912, -0.6012, -6.2586], [10.7004, -3.9989, 0.7452], [-10.0391, 1.8648, -2.5790], [4.3297, -1.0210, -8.1998], [5.5616, -2.8253, -0.1402], [-7.1739, 1.5797, 0.9199], [3.8513, -6.3105, -7.9618], [-10.2885, 3.8577, -1.2271], [3.8546, -3.2639, 3.5844], [4.7876, -2.9570, -0.8271], [4.2237, -1.2018, -5.7246], [-9.8467, 2.6564, -3.7112], [-2.3326, 7.8587, 1.9716], [9.3528, -4.8514, 5.4486], [-5.2988, 1.6436, 2.4263], [10.4987, -5.5613, 3.7635], [0.6607, 10.2898, 5.4209], [0.8546, 1.5211, -8.1533], [-10.0850, 4.6495, -2.3570], [-7.9345, 2.2922, 1.8503], [0.8499, -2.3002, -2.1731], [0.2888, -2.6865, -3.3913], [4.1971, -3.6478, -2.5372], [-5.9395, 4.8780, 4.2452], [-1.6146, -2.9174, -0.9012], [0.0453, 9.5100, 5.8576], [-10.4502, 1.7121, -0.2618], [3.0315, -2.1242, 0.9531], [4.1847, -8.3947, -6.6287], [0.2572, -1.7422, -1.4523], [1.6004, 0.9280, -7.6343], [5.1715, -3.1823, 1.2758], [10.8573, -6.4470, 4.2838], [-2.8704, 5.8625, 2.5823], [1.0494, -3.3990, -4.3216], [-7.3733, 2.6784, 3.0684], [-7.6145, 1.2765, -0.0266], [1.0703, 0.1465, 0.1036], [2.9245, -3.3350, -2.8153], [-10.2606, 2.4728, -1.3481], [2.1729, -2.6310, -1.8810], [4.6765, -4.2676, 1.2490], [9.6541, -4.6636, 4.4210], [1.5860, -5.0696, -8.2183], [-5.2378, 7.0106, 3.5235], [-1.1981, 9.2250, 5.3042], [3.9052, -2.0105, 2.0938], [-3.8354, 5.0645, 3.1968], [3.3018, -0.3892, 3.9368], [2.4927, 0.0703, -5.5536], [9.1417, -2.2104, 1.7993], [-4.4333, 8.8805, 2.8164], [2.6547, 0.3453, -9.4220], [1.5548, 0.8260, -6.2482], [0.0242, 7.2168, 8.3691], [2.6057, 0.2656, -8.3388], [3.2001, -7.9386, -6.6962], [-3.2972, -4.9491, 2.9755], [6.8251, -1.4411, -1.2853], [-2.9238, -4.1690, 2.1589], [0.5921, 1.4663, -5.5715], [-5.0109, 5.6456, 3.6595], [-9.7125, 4.6658, -4.4803], [-0.7445, -2.4325, -3.6181], [1.3236, 0.9012, 3.0079], [5.4440, -0.6063, -0.2932], [2.3759, -3.7199, -4.0337], [1.7575, -6.1929, -7.5090], [0.4846, 8.7888, 6.9677], [6.2336, -1.4753, -0.2490], [10.8832, -5.3257, 2.4427], [-0.3207, 7.7821, 7.5060], [-6.1654, 7.4393, 3.8882], [3.6729, -4.3152, 5.9271], [-3.0874, 7.2359, 2.4470], [1.8965, -1.6657, 3.6210], [2.2524, -9.4327, -5.4647], [3.5485, -0.5010, -7.6495]],
  "de_lowest_ev": 9.492,
  "homo_energy_ev": -7.94,
  "spin_multiplicity": 1,
  "smiles": "C#C[PH2](CCCSC(=S)n1ccnc1)CNC.Fc1ccccc1.Fc1ccccc1.Fc1ccccc1.Fc1ccccc1.Fc1ccccc1.Fc1ccccc1.Fc1ccccc1.Fc1ccccc1",
  "gap_ev": 6.513,
  "total_energy_ha": -4383.389404
}

***

(2)
{
  "formula": "C30H47B2Br3Cl3F3K2NNaO19PRbS2",
  "method": "the ωB97M-V functional and the def2-TZVPD basis",
  "elements": ["H", "Br", "Cl", "B", "Br", "K", "H", "C", "S", "H", "H", "C", "H", "P", "H", "C", "H", "C", "O", "H", "C", "H", "H", "Cl", "O", "H", "H", "F", "H", "H", "O", "K", "C", "H", "H", "C", "C", "H", "C", "H", "H", "C", "H", "O", "O", "O", "H", "H", "H", "C", "O", "H", "C", "H", "H", "H", "H", "O", "C", "S", "O", "C", "B", "H", "H", "Cl", "O", "C", "O", "H", "O", "H", "H", "C", "H", "C", "C", "H", "O", "Br", "H", "H", "C", "C", "C", "O", "H", "H", "F", "F", "O", "Rb", "C", "H", "H", "O", "O", "C", "O", "C", "H", "C", "H", "Na", "C", "O", "H", "N", "C", "C", "C", "C", "H", "H", "H"],
  "coordinates": [[9.1178, 3.0051, 2.1024], [0.9190, -2.6902, 6.5279], [-6.8802, -5.5781, 6.3424], [1.4628, 0.5390, -5.7023], [-0.1179, 0.2556, 7.1452], [4.3590, -3.4844, 3.2674], [-7.8349, -1.2269, 10.5387], [-3.7018, 0.0309, -5.9423], [1.6394, 2.8600, -3.5793], [4.1011, 1.6858, -3.2737], [-1.0778, 3.7969, -4.3060], [1.4178, -0.8825, 6.9957], [-3.8904, -2.3923, -1.7705], [-0.3670, 1.2177, -2.1265], [-7.9277, 1.7759, 8.1315], [-8.7082, 1.5741, 8.8677], [1.6969, -1.5888, -8.5903], [3.8449, -0.0245, -5.7449], [1.0602, 0.3254, -4.2613], [-9.1475, 2.1442, 10.9186], [-2.9704, -4.0665, 1.6601], [-0.1771, 3.7863, -7.1338], [-2.4071, 2.4627, -2.8710], [-4.6445, -4.0171, 7.3426], [-5.7833, 1.4370, 10.3823], [6.2972, 1.0893, -3.6923], [4.5402, 0.9147, -1.7259], [4.7613, -0.2757, 1.6825], [7.4846, 2.4822, 4.0234], [4.8120, -1.1596, -2.6313], [-1.7432, -3.8506, 3.5982], [3.5453, 3.9947, -2.4679], [6.8526, 0.8501, 0.9679], [-5.4518, -0.2571, -5.0607], [-3.2103, 2.0405, -5.7618], [0.4676, 1.4274, -3.7989], [4.7531, -2.1959, -5.0712], [7.7362, 3.3838, 1.0942], [-7.6086, -0.4014, 9.8696], [-0.5964, -0.7803, -1.6088], [7.6909, 4.1845, 3.5589], [-0.4442, 1.7935, -5.0583], [1.6140, -1.6697, -6.2959], [0.5275, 1.6021, -6.0765], [-0.9875, -1.7012, 2.7713], [-3.7759, -0.8612, -6.7858], [-1.1769, 3.4559, -2.1492], [3.7907, -0.6091, -6.6739], [7.2099, -0.2023, 0.8134], [7.3268, 3.2086, 3.2264], [-1.9453, -3.3479, 1.2950], [1.3454, 3.5267, -2.4296], [6.2205, 0.0072, -3.7005], [6.5379, -0.2839, -4.6930], [3.0362, -1.3508, -4.1849], [4.8094, 0.4957, -5.8172], [3.0410, 0.4770, -2.4676], [-7.3276, 0.7556, 12.2415], [0.2860, -1.3403, 2.7522], [-7.0773, 1.0122, 10.8462], [-1.0894, -0.2349, -2.2294], [-5.9744, -4.0679, 6.1920], [-1.0820, -3.1306, 2.4979], [-9.7457, -0.1476, 9.6578], [-5.5550, -4.0247, 5.1959], [-7.0339, -2.6748, 6.4036], [1.1466, 0.3303, -8.7228], [-0.8438, 3.2409, -5.2036], [0.3292, -3.6192, 2.3115], [1.8895, -0.9209, 7.9655], [-3.8988, -4.3918, 0.9457], [-6.7898, -0.6750, 9.2068], [0.0053, -1.0433, -6.5458], [-0.9549, 3.8395, -6.3962], [5.0254, -2.8309, -4.2391], [4.7687, -0.3726, -3.3792], [3.9756, -0.9611, -4.5575], [5.6063, -1.9240, -5.6831], [2.3309, -2.5738, 2.4114], [2.7054, -0.1805, 5.7525], [-9.6350, 2.0146, 8.5041], [-1.2867, -0.1699, -5.2691], [5.6963, 0.6614, 1.9992], [1.1223, -2.5777, 2.4667], [-2.7201, 1.1382, -6.0994], [2.8841, 0.9638, -5.6552], [-7.8817, 3.1496, 10.1616], [-2.1568, 2.4546, -1.1106], [6.1879, 0.2385, 3.2088], [4.9649, 1.7584, 2.2458], [6.5317, 1.4907, -0.1127], [4.2941, -0.9504, -8.5232], [8.0560, 2.7858, 1.9535], [-8.9251, -0.4753, 8.1378], [6.9238, -0.3358, -2.9588], [0.7184, -0.2450, 2.9391], [-3.6319, -5.0561, 3.7744], [1.3241, -0.6514, -8.0724], [-4.0421, -1.8750, -2.5641], [-1.6148, 0.8442, -5.0849], [-2.3775, 1.2127, -7.1207], [1.0553, -0.7769, -6.6077], [4.0549, -2.7790, -5.6736], [-5.6551, -4.2505, -0.3745], [-1.6722, 2.4946, -2.0757], [8.0213, 1.4088, 1.6595], [-4.1686, -0.6271, -4.1381], [-4.5304, 0.0700, -4.8055], [-2.8458, -4.4123, 3.1441], [-8.3093, 2.1520, 10.2226], [4.0565, 0.7801, -2.6873], [-8.8415, 0.0602, 9.0822], [-2.1242, 0.8210, -4.1322], [6.2571, 3.3071, 3.0676], [-1.8693, 4.3792, -6.5957]],
  "homo_energy_ev": -5.96,
  "spin_multiplicity": 1,
  "gap_ev": 4.603,
  "total_energy_ha": -14631.657602
}

***

(3)
{
  "formula": "C4H5OTl",
  "method": "the ωB97M-V functional and the def2-TZVPD basis",
  "elements": ["O", "C", "H", "C", "H", "C", "H", "C", "H", "Tl", "H"],
  "coordinates": [[-1.7840, -0.1844, 0.9312], [-0.8761, 0.6837, 0.6858], [-0.1235, 0.9532, 1.4497], [1.2405, -0.7989, -0.5019], [2.3108, 1.1465, -1.1531], [0.1302, 0.1257, -0.7617], [-0.9896, 1.4398, -0.2873], [1.5650, 0.4271, -0.8306], [-0.5682, 0.0041, -1.6000], [-2.4393, -2.0109, 2.2271], [1.5343, -1.7859, -0.1591]],
  "de_lowest_ev": 1.570,
  "homo_energy_ev": [-12.35, -13.97],
  "s_squared": 0.76,
  "spin_multiplicity": 2,
  "gap_ev": [8.231, 8.470],
  "total_charge": 1,
  "total_energy_ha": -402.711293
}